1.
A single C4H7N3O molecule. Source: the Open Molecules 2025 dataset; level of theory: ωB97M-V/def2-TZVPD.

LUMO = -0.723 eV
ΔE to the lowest compared entry with this formula, charge and spin = 127.6 kcal/mol
Structure (SMILES) = C/N=C\N/N=C\C=O
HOMO-LUMO gap = 8.81 eV
Energy = -10774.213 eV

Cartesian coordinates (Å):
C: 0.6895 1.3600 -0.8661
N: 0.3900 0.0914 -1.6654
C: 0.3958 -0.9868 -1.1948
N: 0.2921 -1.5693 0.0925
N: 0.7381 -0.7873 1.3133
C: -0.2166 -0.0029 1.6526
C: -1.3875 0.1828 0.8382
O: -2.2917 0.9105 1.2410
H: 1.2078 1.3305 0.3571
H: 1.3771 1.8883 -1.5743
H: -0.4368 1.8366 -0.8371
H: 0.1576 -1.7432 -2.0163
H: 0.7117 -2.4603 0.1951
H: -0.0274 0.5128 2.5328
H: -1.5998 -0.5630 -0.0687

Cartesian forces (eV/Å) of the 2 atoms listed first:
C -1.305 0.249 1.170
N 1.488 8.523 -0.455

***

2.
A single C4H7N3O molecule. Source: the Open Molecules 2025 dataset; level of theory: ωB97M-V/def2-TZVPD.

LUMO = 0.953 eV
ΔE to the lowest compared entry with this formula, charge and spin = 91.4 kcal/mol
Structure (SMILES) = CC1=C(N)N=CON1
HOMO-LUMO gap = 8.64 eV
Energy = -10775.785 eV

Cartesian coordinates (Å):
C: -0.1055 -0.7918 1.7752
C: 0.2659 -0.2957 0.4209
C: -0.5192 0.4458 -0.4036
N: -1.8282 0.8288 -0.1188
N: 0.0897 1.1259 -1.5160
C: 0.6741 0.1609 -2.0689
O: 1.5145 -0.8515 -1.4533
N: 1.5564 -0.6934 -0.0264
H: -0.3239 0.0501 2.4345
H: -0.9827 -1.4355 1.7342
H: 0.7187 -1.3607 2.2001
H: -1.9576 1.2138 0.8061
H: -2.2156 1.4400 -0.8227
H: 0.8516 0.1391 -3.1370
H: 2.2617 0.0242 0.1758

Cartesian forces (eV/Å) of the 2 atoms listed first:
C -0.300 -0.036 -0.072
C -1.307 0.185 -0.377

***

3.
A single C4H7N3O molecule. Source: the Open Molecules 2025 dataset; level of theory: ωB97M-V/def2-TZVPD.

LUMO = 0.195 eV
ΔE to the lowest compared entry with this formula, charge and spin = 132.1 kcal/mol
Structure (SMILES) = [H]/N=c1/nc(C)on1C
HOMO-LUMO gap = 8.97 eV
Energy = -10774.019 eV

Cartesian coordinates (Å):
H: -0.3894 1.1988 2.8063
N: -0.9085 1.6973 1.8928
C: -0.3874 1.2103 0.7418
N: -0.8647 1.2363 -0.4529
C: -0.3936 0.1369 -1.0907
C: -0.5734 -0.4255 -2.5526
O: 0.7517 -0.2321 -0.5907
N: 0.8036 0.4764 0.6958
C: 0.9399 -0.7160 1.5915
H: -1.3886 0.3541 -2.9953
H: -1.2626 -1.4635 -2.7487
H: 0.4720 -0.5150 -3.1155
H: 0.9370 -0.0899 2.5644
H: 2.0009 -1.2964 1.7605
H: 0.2630 -1.5716 1.4933

Cartesian forces (eV/Å) of the 2 atoms listed first:
H -1.368 1.977 -3.357
N 2.444 -2.624 -0.608

***

4.
A single C4H7N3O molecule. Source: the Open Molecules 2025 dataset; level of theory: ωB97M-V/def2-TZVPD.

LUMO = 0.810 eV
ΔE to the lowest compared entry with this formula, charge and spin = 115.7 kcal/mol
Structure (SMILES) = OC[C@@H]1C=NNC=N1
HOMO-LUMO gap = 9.98 eV
Energy = -10774.729 eV

Cartesian coordinates (Å):
O: 2.4809 0.1396 -0.3107
C: 1.2961 -0.5927 -0.5297
C: 0.2606 -0.6534 0.4706
C: -1.0879 -1.3020 0.3461
N: -1.9517 -0.5747 -0.2683
N: -1.3468 0.7254 -0.7380
C: -0.4581 1.4775 0.2689
N: 0.2266 0.6755 0.9946
H: 2.4073 1.1532 0.0307
H: 0.7413 -0.2160 -1.3503
H: 1.7610 -1.7382 -0.6087
H: 0.9386 -1.0759 1.2625
H: -1.2308 -2.3153 0.5205
H: -2.0241 1.3050 -1.1525
H: -1.0012 2.4115 0.5293

Cartesian forces (eV/Å) of the 2 atoms listed first:
O 0.266 3.212 1.688
C 2.271 -3.309 -3.078

***

5.
A single C4H7N3O molecule. Source: the Open Molecules 2025 dataset; level of theory: ωB97M-V/def2-TZVPD.

LUMO = 0.289 eV
ΔE to the lowest compared entry with this formula, charge and spin = 89.7 kcal/mol
Structure (SMILES) = CNC/C(C#N)=N\O
HOMO-LUMO gap = 8.87 eV
Energy = -10775.858 eV

Cartesian coordinates (Å):
C: 1.6618 -1.0316 -0.4964
N: 0.9692 0.1221 0.0906
C: -0.1101 0.0467 0.9642
C: -1.4407 0.2960 0.1918
C: -2.1136 -0.9412 -0.0499
N: -2.6217 -1.9685 -0.2069
N: -1.7876 1.3533 -0.3991
O: -0.7387 2.2452 -0.1669
H: 1.2869 -1.3991 -1.4523
H: 1.6113 -1.8924 0.2304
H: 2.7373 -0.7768 -0.7466
H: 1.3555 0.9457 -0.3514
H: 0.0784 0.9272 1.6370
H: 0.0767 -0.9029 1.4998
H: -0.9648 2.9763 -0.7444

Cartesian forces (eV/Å) of the 2 atoms listed first:
C 0.398 -0.499 0.722
N 3.471 -0.876 -2.737

***

6.
C4H7N3O as an isolated structure. Source: the Open Molecules 2025 dataset; level of theory: ωB97M-V/def2-TZVPD.

LUMO = -0.228 eV
ΔE to the lowest compared entry with this formula, charge and spin = 192.7 kcal/mol
HOMO-LUMO gap = 8.57 eV
Energy = -10771.393 eV

Cartesian coordinates (Å):
C: 0.3822 1.6793 0.5872
C: 0.0463 0.2945 -0.2135
C: -0.8761 -1.8113 0.2450
C: 1.1730 -0.7667 0.0121
H: -0.0459 2.6991 -0.2599
H: 1.6315 1.6941 0.4458
H: -0.3480 1.4861 1.9310
H: 0.1245 0.8873 -1.3058
H: -2.5719 -0.4869 -1.1112
H: -1.3845 -2.6616 0.4895
H: 2.6517 0.2632 -0.6720
N: -1.2637 -0.5234 0.1575
N: 0.4621 -1.9302 0.4619
N: 2.3986 -0.8007 -0.4246
O: -2.3798 -0.0229 -0.3430

Cartesian forces (eV/Å) of the 2 atoms listed first:
C -1.199 -0.091 -0.758
C 0.994 2.653 -0.597

***

7.
A single C4H7N3O molecule. Source: the Open Molecules 2025 dataset; level of theory: ωB97M-V/def2-TZVPD.

LUMO = 0.689 eV
ΔE to the lowest compared entry with this formula, charge and spin = 156.3 kcal/mol
Structure (SMILES) = O=C1NNC[C@H]2N[C@H]12
HOMO-LUMO gap = 9.51 eV
Energy = -10772.968 eV

Cartesian coordinates (Å):
O: -1.1523 -1.6400 1.2142
C: -0.5112 -0.7004 0.8430
N: -0.7530 0.6253 0.9248
N: -0.7015 1.5716 -0.0144
C: 0.4905 1.4409 -1.0262
C: 0.3866 -0.0190 -0.9350
N: 1.5834 -0.9426 -0.9875
C: 0.8462 -0.5909 0.2901
H: -1.7549 0.6248 1.0785
H: -1.5273 1.4742 -0.5116
H: 1.5322 2.0687 -0.7753
H: 0.1267 1.8301 -2.0473
H: -0.5463 -0.6116 -1.3103
H: 1.5505 -1.8834 -1.4218
H: 1.6625 0.0533 0.7824

Cartesian forces (eV/Å) of the 2 atoms listed first:
O -1.112 -0.043 0.194
C 2.946 -2.180 0.578

***

8.
A single C4H7N3O molecule. Source: the Open Molecules 2025 dataset; level of theory: ωB97M-V/def2-TZVPD.

LUMO = 0.453 eV
ΔE to the lowest compared entry with this formula, charge and spin = 83.9 kcal/mol
Structure (SMILES) = C=C(/C=N/N)C(N)=O
HOMO-LUMO gap = 9.03 eV
Energy = -10776.111 eV

Cartesian coordinates (Å):
C: 1.0771 -1.0079 1.6469
C: 0.4795 -0.3198 0.7533
C: -0.6578 -0.7268 0.1061
N: -0.8755 -0.3090 -1.1267
N: -1.7830 -0.6411 -2.0226
C: 1.3283 0.8601 0.5503
N: 0.8107 1.7067 -0.4321
O: 2.3591 1.1661 1.1482
H: 0.3584 -1.7438 2.2107
H: 1.9593 -0.6595 2.0978
H: -1.3366 -1.4094 0.7531
H: -2.0483 0.1999 -2.7292
H: -2.6339 -1.2870 -1.7073
H: 1.1303 2.6050 -0.4514
H: -0.1678 1.5665 -0.7971

Cartesian forces (eV/Å) of the 2 atoms listed first:
C -2.620 -4.320 4.846
C 3.230 2.004 -0.180

***

9.
A single C4H7N3O2 molecule. Source: the Open Molecules 2025 dataset; level of theory: ωB97M-V/def2-TZVPD.

LUMO = 0.661 eV
ΔE to the lowest compared entry with this formula, charge and spin = 84.4 kcal/mol
HOMO-LUMO gap = 9.47 eV
Energy = -12823.869 eV

Cartesian coordinates (Å):
C: 0.0436 -1.6432 -0.0526
C: -1.6622 0.6265 -0.0932
C: 0.8196 0.7487 0.5343
C: -0.5436 0.2081 0.7608
N: 0.9843 -1.2454 -0.7884
N: -0.7589 -2.5634 0.3728
N: 1.3244 0.1583 -0.7063
O: -1.4557 1.0605 -1.3898
O: -2.8074 0.4770 0.3380
H: 0.8911 1.8998 0.3912
H: 1.4143 0.7237 1.4712
H: -0.8238 0.2079 1.8007
H: -1.7643 -2.2494 0.4413
H: -0.7244 -3.5018 0.1294
H: -0.5497 1.1932 -1.7151
H: 2.3539 0.2701 -0.8266

Cartesian forces (eV/Å) of the 2 atoms listed first:
C 1.228 6.904 -0.045
C -1.381 -0.472 -0.120

***

10.
A single C4H7N3O2 molecule. Source: the Open Molecules 2025 dataset; level of theory: ωB97M-V/def2-TZVPD.

LUMO = 0.105 eV
ΔE to the lowest compared entry with this formula, charge and spin = 103.7 kcal/mol
Structure (SMILES) = CN1CC=N[C@@H]1[N+](=O)[O-]
HOMO-LUMO gap = 9.66 eV
Energy = -12823.034 eV

Cartesian coordinates (Å):
C: -0.0941 2.0803 -0.1067
N: -0.7517 0.8192 -0.3868
C: -1.8176 0.3098 0.4490
C: -1.6688 -1.1558 0.0614
N: -0.6485 -1.4440 -0.5910
C: 0.1014 -0.2657 -0.7812
N: 1.2837 -0.3524 0.1479
O: 1.0216 -0.3988 1.3349
O: 2.4252 -0.2441 -0.3260
H: -0.7602 2.9806 -0.3111
H: 0.7921 2.2381 -0.7724
H: 0.3362 2.0737 0.9371
H: -2.7781 0.7361 0.1856
H: -1.6919 0.3414 1.5538
H: -2.3232 -1.9783 0.2246
H: 0.5404 -0.2201 -1.8143

Cartesian forces (eV/Å) of the 2 atoms listed first:
C 0.442 1.118 0.245
N 0.803 0.660 -0.548

***

11.
A single C4H7N3S molecule. Source: the Open Molecules 2025 dataset; level of theory: ωB97M-V/def2-TZVPD.

LUMO = -0.439 eV
ΔE to the lowest compared entry with this formula, charge and spin = 62.7 kcal/mol
Structure (SMILES) = [H]/N=C\N/C=C\C(N)=S
HOMO-LUMO gap = 8.06 eV
Energy = -19565.058 eV

Cartesian coordinates (Å):
H: -0.9418 2.7046 2.5435
N: 0.0812 2.8259 2.7239
C: 0.8296 1.8929 2.1743
N: 0.3715 0.8675 1.2567
C: -0.8144 0.7919 0.6268
C: -0.9781 0.0260 -0.4841
C: -0.1264 -1.0378 -1.0032
N: 0.3157 -1.8467 -0.0234
S: 0.1338 -1.5733 -2.6015
H: 1.9080 1.7708 2.5234
H: 0.9937 0.2286 0.8091
H: -1.4687 1.5995 0.8875
H: -1.9080 0.3732 -1.1247
H: 0.4310 -2.8602 -0.4513
H: 0.0020 -1.6084 0.8524

Cartesian forces (eV/Å) of the 2 atoms listed first:
H 1.123 0.188 -0.239
N 1.191 -2.572 -1.106

***

12.
A single C4H7N3S molecule. Source: the Open Molecules 2025 dataset; level of theory: ωB97M-V/def2-TZVPD.

LUMO = -0.054 eV
ΔE to the lowest compared entry with this formula, charge and spin = 118.1 kcal/mol
Structure (SMILES) = S/N=C\N=C/N1CC1
HOMO-LUMO gap = 8.26 eV
Energy = -19562.658 eV

Cartesian coordinates (Å):
S: -3.0590 -0.3358 -0.0195
N: -2.0250 1.0152 -0.0617
C: -0.7412 0.7775 0.0730
N: -0.3054 -0.4214 0.0514
C: 0.8920 -0.6895 -0.0680
N: 1.9376 0.4479 -0.0773
C: 3.1268 -0.0162 0.7539
C: 3.2114 -0.0683 -0.7118
H: -2.1387 -1.3186 0.1233
H: -0.0081 1.6468 0.2286
H: 1.3793 -1.6964 0.0896
H: 3.6462 0.8492 1.3124
H: 2.8102 -0.9936 1.3339
H: 3.2561 -1.0938 -0.9458
H: 3.8154 0.6650 -1.4999

Cartesian forces (eV/Å) of the 2 atoms listed first:
S -0.155 0.407 -0.304
N 1.498 -0.527 0.787

***

13.
A single C4H7N3S molecule. Source: the Open Molecules 2025 dataset; level of theory: ωB97M-V/def2-TZVPD.

LUMO = -0.894 eV
ΔE to the lowest compared entry with this formula, charge and spin = 95.2 kcal/mol
Structure (SMILES) = [H]/N=C(\N=C/N)C(C)=S
HOMO-LUMO gap = 7.93 eV
Energy = -19563.650 eV

Cartesian coordinates (Å):
H: -1.4674 -1.3439 -1.6761
N: -1.3006 -1.3712 -0.6152
C: -0.1922 -0.5777 -0.6810
N: 0.2138 0.3960 -1.6562
C: -0.7248 1.2848 -1.5122
N: -1.6872 1.3868 -0.5606
C: 0.5122 -0.6084 0.6838
C: 0.7349 -1.9659 1.3869
S: 1.2896 0.7267 1.2455
H: -0.9260 2.0224 -2.4769
H: -2.0295 2.2225 -0.2843
H: -1.3843 0.8564 0.3439
H: 1.3429 -2.0006 2.2991
H: 1.2965 -2.5569 0.7398
H: -0.0280 -2.5054 1.6854

Cartesian forces (eV/Å) of the 2 atoms listed first:
H -1.294 -0.158 1.525
N 4.659 2.093 -3.940

***

14.
A single C4H7N3S2 molecule. Source: the Open Molecules 2025 dataset; level of theory: ωB97M-V/def2-TZVPD.

Spin multiplicity = 3
LUMO (alpha / beta) = 0.513 / -2.749 eV
ΔE to the lowest compared entry with this formula, charge and spin = 0.0 kcal/mol
HOMO-LUMO gap (alpha / beta) = 5.70 / 5.56 eV
Energy = -30397.804 eV

Cartesian coordinates (Å):
C: -0.6171 -1.4842 0.0527
C: 0.3712 0.5680 0.4330
C: -1.2508 -0.0316 2.0856
C: 1.3558 0.9247 -1.7626
N: 0.3427 -1.1610 -0.9409
N: -0.5056 -0.3695 0.9219
N: 1.0037 0.0378 -0.7544
S: -1.6851 -2.6973 -0.0004
S: 0.6321 2.0957 0.9686
H: -1.6134 -0.9703 2.3895
H: -0.5499 0.4229 2.8577
H: -2.0302 0.6109 1.7657
H: 0.3674 1.5240 -1.9189
H: 2.2093 1.6425 -1.4705
H: 1.5168 0.4778 -2.7532
H: 0.4532 -1.5905 -1.8740

Cartesian forces (eV/Å) of the 2 atoms listed first:
C 0.952 2.146 1.877
C -0.752 -0.583 0.714

***

15.
A 2-piece molecular cluster, C4H7N4 overall. Source: the Open Molecules 2025 dataset; level of theory: ωB97M-V/def2-TZVPD.

Total charge = +1
LUMO (alpha / beta) = -5.797 / -5.750 eV
ΔE to the lowest compared entry with this formula, charge and spin = 96.0 kcal/mol
HOMO-LUMO gap (alpha / beta) = 8.17 / 7.89 eV
Energy = -10211.061 eV

Cartesian coordinates (Å):
C: 0.1623 -0.5715 -2.4896
C: -1.1096 -1.1848 -1.9501
C: 0.2794 0.4117 1.0245
C: -0.8685 0.7103 -1.0347
N: 0.3328 0.4901 -1.7929
N: -1.5909 -0.4330 -1.0253
N: 1.3836 0.9842 0.8705
N: -0.5514 -0.1584 1.7677
H: 0.8441 -0.9225 -3.4047
H: -1.4122 -2.2078 -2.0787
H: -1.2008 1.7121 -0.8902
H: 1.6978 1.1024 -0.0641
H: 2.1165 0.8740 1.4498
H: -1.4888 -0.6308 1.3696
H: -0.5293 -0.3288 2.7499

Cartesian forces (eV/Å) of the 2 atoms listed first:
C 0.039 -0.378 -1.380
C 0.948 -0.444 0.101

***

16.
An isolated ion of composition C4H7N4 and charge +1. Source: the Open Molecules 2025 dataset; level of theory: ωB97M-V/def2-TZVPD.

Total charge = +1
LUMO = -5.129 eV
ΔE to the lowest compared entry with this formula, charge and spin = 120.8 kcal/mol
Structure (SMILES) = N=C=C1CN1C(N)=[NH2+]
HOMO-LUMO gap = 8.68 eV
Energy = -10209.983 eV

Cartesian coordinates (Å):
N: 2.0946 -2.6190 -0.2954
C: 2.1195 -1.3979 -0.0597
C: 1.8271 -0.1807 -0.5053
C: 1.3784 1.2669 -0.5214
N: 0.1915 0.3903 -0.0731
C: -1.1352 0.2867 0.1448
N: -2.0329 1.1671 -0.3988
N: -1.6483 -0.7154 0.8965
H: 2.2293 -2.9631 0.7235
H: 1.6987 1.9923 0.2466
H: 1.3324 1.8118 -1.4668
H: -1.6455 2.1683 -0.2868
H: -3.0420 1.0710 -0.2865
H: -0.8031 -1.2710 1.2302
H: -2.5646 -1.0074 0.6522

Cartesian forces (eV/Å) of the 2 atoms listed first:
N 0.570 0.780 3.918
C -0.614 0.731 -3.144

***

17.
A 2-piece molecular cluster, C4H7N4O2S overall. Source: the Open Molecules 2025 dataset; level of theory: ωB97M-V/def2-TZVPD.

Total charge = +1
LUMO = -5.006 eV
ΔE to the lowest compared entry with this formula, charge and spin = 78.8 kcal/mol
HOMO-LUMO gap = 9.07 eV
Energy = -25140.985 eV

Cartesian coordinates (Å):
C: 2.3482 -0.8004 -0.4655
C: 2.2236 2.2098 1.8079
C: -1.0886 -0.9284 -2.6115
C: -2.1837 -0.5624 1.2959
N: 1.1698 -0.8331 -0.7818
N: 2.3802 3.2529 2.3114
N: -0.9862 -0.5693 -1.2653
N: -0.1378 -0.5853 -0.4443
O: 3.4832 -0.7311 -0.4874
O: 2.1066 1.2336 1.2043
S: -0.3955 -0.5294 1.2318
H: -0.1071 -1.4201 -2.9758
H: -1.9678 -1.6173 -2.6539
H: -1.4347 -0.1250 -3.3112
H: -2.5013 -0.1215 0.3831
H: -2.5023 -0.0117 2.1747
H: -2.5907 -1.5312 1.2933
H: 2.1841 3.6698 3.2943

Cartesian forces (eV/Å) of the 2 atoms listed first:
C -1.190 0.895 -0.475
C -0.138 -0.316 0.154

***

F_max in eV/A, matching the order above: 8.71, 4.42, 7.60, 6.41, 4.51, 6.95, 6.67, 7.00, 7.01, 2.52, 4.92, 7.27, 6.45, 4.33, 6.18, 4.25, 5.26